82
Properties=species:S:1:pos:R:3:forces:R:3:mulliken_charge:R:1 method="wB97M-V/def2-TZVPD" charge=+3 orbital_gap_ev="6.5 / 6.5" e_homo_ev="-16.764 / -16.764"
Os -0.362587 -0.199470 -0.807995 -0.026 0.082 0.131 1.64
C 0.990374 -0.016247 2.706480 0.135 0.106 0.005 -1.07
C -0.197290 -0.947272 2.763939 -0.040 -0.149 0.066 -0.94
As -1.503556 -0.210197 1.540131 0.064 -0.159 0.078 1.73
C -3.081446 -1.282389 1.677892 -0.067 0.013 -0.089 0.19
C -4.329480 -0.718631 1.416699 0.060 0.012 0.063 -0.54
C -5.464613 -1.511785 1.496797 -0.017 -0.007 0.021 -0.92
C -5.354110 -2.855792 1.833641 0.001 0.014 -0.011 -0.62
C -4.109759 -3.414483 2.095048 -0.002 -0.008 0.009 -0.88
C -2.968353 -2.631040 2.013089 0.098 0.038 -0.013 -0.60
C -1.902880 1.504313 2.310832 -0.011 -0.019 0.039 0.88
C -2.755806 1.530429 3.415314 0.014 -0.092 -0.073 -0.84
C -2.961542 2.724921 4.089355 0.007 0.021 -0.004 -0.81
C -2.317012 3.880882 3.670539 0.006 0.010 0.011 -0.65
C -1.456570 3.849638 2.580805 0.015 0.012 -0.026 -0.93
C -1.248434 2.660896 1.899063 0.037 -0.055 -0.014 0.01
As 1.453665 0.361005 0.850544 0.131 -0.063 -0.193 0.84
C 2.279020 2.082972 0.827417 -0.007 -0.025 0.030 1.35
C 1.854498 3.116094 -0.001678 0.010 -0.032 -0.030 -0.42
C 2.474083 4.353868 0.087975 -0.025 -0.004 -0.028 -1.10
C 3.507065 4.551741 0.995638 0.015 0.031 0.008 -0.74
C 3.929080 3.517911 1.820434 -0.022 -0.028 -0.009 -0.78
C 3.313157 2.277292 1.743446 -0.035 -0.028 0.002 -0.85
C 2.688861 -0.975769 0.248117 -0.042 -0.016 0.079 0.66
C 3.938787 -0.609890 -0.243385 -0.037 0.040 0.005 -0.41
C 4.795154 -1.593292 -0.716540 0.005 -0.029 -0.003 -0.75
C 4.400289 -2.925500 -0.708778 0.028 0.028 -0.004 -0.68
C 3.151975 -3.288415 -0.217556 -0.030 -0.001 0.029 -0.90
C 2.291137 -2.315840 0.265413 0.039 0.047 0.034 -0.29
H 1.873633 -0.437229 3.188680 0.019 0.013 -0.054 0.76
H 0.769232 0.953132 3.156587 0.011 -0.037 0.029 0.56
H -0.635218 -0.983419 3.763062 -0.039 -0.006 -0.036 0.64
H 0.061018 -1.961980 2.458285 -0.030 0.021 0.023 0.62
H -4.422860 0.338135 1.190984 -0.013 -0.005 0.014 0.56
H -6.440294 -1.077590 1.322018 0.000 0.014 -0.003 0.49
H -6.244258 -3.465632 1.912879 -0.007 -0.001 0.003 0.50
H -4.030188 -4.454772 2.380436 0.006 -0.006 -0.001 0.51
H -2.002316 -3.071268 2.231943 -0.023 -0.024 -0.002 0.38
H -3.255791 0.629898 3.751156 -0.024 0.013 0.013 0.47
H -3.623895 2.753080 4.943736 -0.008 -0.015 -0.001 0.46
H -2.483152 4.810350 4.198099 -0.001 0.002 0.002 0.44
H -0.949737 4.751002 2.263445 0.007 0.002 -0.007 0.51
H -0.564820 2.640579 1.056506 -0.009 0.050 0.026 -0.15
H 1.062537 2.959446 -0.725004 0.002 0.019 0.005 0.39
H 2.153204 5.164745 -0.552137 -0.002 0.002 -0.005 0.55
H 3.986147 5.519415 1.060786 0.001 0.002 -0.001 0.48
H 4.733397 3.674870 2.525870 0.006 0.004 0.002 0.50
H 3.645674 1.473742 2.392045 0.013 0.018 0.000 0.46
H 4.247332 0.428162 -0.248762 0.015 -0.005 -0.003 0.40
H 5.774718 -1.319437 -1.085054 0.000 0.001 -0.005 0.49
H 5.073443 -3.687737 -1.077611 0.002 0.000 -0.001 0.45
H 2.857698 -4.328955 -0.202085 -0.004 -0.004 0.002 0.48
H 1.323083 -2.604998 0.662073 0.021 -0.017 -0.044 0.04
C -4.459173 -3.978182 -1.899140 0.000 -0.046 -0.027 -1.75
C -3.977336 -2.570262 -1.748009 0.001 0.126 0.000 0.32
C -4.794085 -1.483509 -2.077948 0.068 -0.070 0.008 -0.15
C -4.347824 -0.171159 -1.959089 0.075 0.044 0.022 -0.88
C -3.071180 -0.028762 -1.489086 -0.085 0.141 -0.065 0.67
Br -2.112373 1.597837 -1.147710 -0.178 0.165 -0.179 -0.01
N -2.258095 -1.032559 -1.170097 0.203 0.051 -0.131 -0.29
C -2.691735 -2.294173 -1.299235 -0.110 -0.054 -0.036 -0.18
H -5.469002 -4.081963 -1.503877 0.003 -0.011 0.010 0.44
H -3.808313 -4.685152 -1.389039 0.000 0.001 0.011 0.40
H -4.491821 -4.250013 -2.955853 -0.006 -0.007 0.005 0.40
H -5.799294 -1.666685 -2.437653 -0.015 0.008 -0.009 0.54
H -4.965422 0.678759 -2.213315 -0.004 -0.004 -0.010 0.55
H -1.988691 -3.075869 -1.044080 -0.002 0.003 -0.012 0.49
O 0.164791 -1.460292 -2.190742 0.192 0.048 0.320 -0.24
N 1.255645 -1.236549 -2.925042 -0.082 -0.325 -0.188 -0.76
N 1.755672 -0.122510 -2.697592 -0.229 0.149 0.364 1.25
O 1.187457 0.694598 -1.820497 -0.212 -0.024 -0.059 -0.54
C 2.906110 0.352987 -3.416065 0.121 0.019 -0.088 0.52
C 3.561823 1.482717 -2.946779 -0.009 0.031 -0.021 -0.03
C 4.675106 1.919626 -3.643749 -0.015 0.018 0.043 -0.81
C 5.108592 1.237810 -4.774514 -0.006 0.001 0.004 -0.60
C 4.427461 0.112793 -5.225257 -0.044 -0.016 0.017 -0.64
C 3.309289 -0.343674 -4.549307 0.080 -0.002 -0.026 -0.59
H 3.214852 2.010637 -2.070084 -0.005 -0.019 -0.004 0.44
H 5.203072 2.798944 -3.301517 0.012 -0.002 -0.018 0.47
H 5.977764 1.590828 -5.312799 0.000 -0.005 -0.003 0.46
H 4.759475 -0.407618 -6.112662 0.006 0.007 -0.001 0.45
H 2.764942 -1.208091 -4.899878 -0.005 -0.008 0.005 0.53

77
Properties=species:S:1:pos:R:3:forces:R:3:mulliken_charge:R:1 method="wB97M-V/def2-TZVPD" charge=+1 spin_multiplicity=5 orbital_gap_ev="5.1 / 4.2" e_homo_ev="-8.110 / -8.798" s_squared=6.09
Co -0.875249 -1.386561 -0.738262 -3.215 -2.248 0.386 0.02
C 0.730351 0.354539 0.104038 -2.263 10.410 4.745 -0.26
C 0.392551 0.061239 1.557038 0.304 0.185 0.331 -0.75
As -0.875249 -1.471361 1.661738 -2.047 1.300 1.611 1.15
C -0.994349 -1.542161 3.623738 -0.053 -0.133 0.482 0.52
C 0.180251 -1.736961 4.365238 -0.411 0.142 0.294 -0.10
C 0.134651 -1.797461 5.761738 -0.472 0.080 -0.263 -0.93
C -1.086449 -1.671661 6.428238 0.049 0.006 -0.413 -0.49
C -2.263349 -1.490261 5.698538 0.554 -0.079 -0.263 -0.78
C -2.220649 -1.428361 4.302438 0.413 -0.197 0.221 -0.58
C -2.569849 -0.551761 1.301238 -0.347 0.946 1.355 -0.22
C -2.910849 0.656039 1.930938 -0.435 -0.539 -0.692 -0.05
C -4.123949 1.284239 1.633338 -0.030 -0.056 -0.086 -1.03
C -5.000949 0.711639 0.706738 0.659 -0.227 -0.114 -0.50
C -4.665549 -0.490161 0.077238 -0.156 0.495 0.273 -0.92
C -3.453249 -1.120061 0.373238 -1.686 -0.137 1.574 0.28
As -0.875249 1.028739 -0.823062 -3.440 1.936 2.602 0.74
C -0.395149 0.496239 -2.650062 -10.580 -0.812 -7.981 0.95
C -0.184049 -0.865361 -2.911162 -2.011 -3.164 -3.943 0.30
C 0.134851 -1.298061 -4.200962 -1.609 -0.165 -1.420 -1.01
C 0.237751 -0.373361 -5.242762 -0.453 -1.147 0.292 -0.93
C 0.016351 0.984339 -4.994862 -2.701 -0.007 0.591 -0.53
C -0.302649 1.419939 -3.704562 -3.941 1.488 -3.751 -0.59
C -0.342349 2.913339 -0.890662 0.632 0.347 -0.352 0.63
C -1.248049 3.884839 -0.447862 0.234 -0.028 -0.153 -0.85
C -0.905649 5.240039 -0.494462 0.454 -0.280 -0.169 -0.66
C 0.344351 5.630239 -0.984362 -0.256 -0.474 0.069 -0.58
C 1.253151 4.665339 -1.427162 -0.341 -0.256 0.087 -1.10
C 0.913151 3.310339 -1.380762 -0.369 0.612 0.276 0.20
H 1.072951 -0.591961 -0.362362 0.441 9.628 3.694 -0.75
H 1.558851 1.086339 0.039138 -0.187 -0.300 -0.133 0.85
H 0.011451 0.963939 2.075938 -0.070 -0.458 -0.266 0.78
H 1.330951 -0.255461 2.057038 -0.916 0.562 0.118 0.66
H 1.132451 -1.839561 3.862438 -0.161 0.131 0.155 0.11
H 1.046051 -1.943361 6.326838 0.014 0.008 -0.018 0.42
H -1.121549 -1.719661 7.508938 0.008 0.005 -0.017 0.39
H -3.210549 -1.400361 6.214638 0.002 0.004 -0.049 0.42
H -3.147949 -1.300061 3.764938 0.004 0.041 -0.131 0.46
H -2.242649 1.109239 2.649538 0.069 -0.017 0.144 0.44
H -4.385049 2.215039 2.119638 0.000 0.003 0.027 0.49
H -5.939549 1.199239 0.476338 -0.005 -0.012 0.018 0.41
H -5.343549 -0.932961 -0.640662 -0.032 -0.057 0.066 0.42
H -3.198649 -2.048861 -0.120962 -1.639 -0.735 1.694 0.41
H -0.269749 -1.592761 -2.114262 0.032 -1.017 -1.954 0.33
H 0.298551 -2.350461 -4.393362 -0.083 0.034 0.077 0.51
H 0.481551 -0.709161 -6.242362 0.049 0.004 0.058 0.45
H 0.086851 1.698739 -5.804762 0.039 0.096 0.058 0.47
H -0.484649 2.471939 -3.541562 -0.002 -0.020 0.171 0.47
H -2.219049 3.590239 -0.070462 -0.041 -0.061 -0.002 0.48
H -1.609549 5.987939 -0.153362 0.001 -0.046 0.007 0.43
H 0.607851 6.679239 -1.022662 -0.005 -0.027 0.006 0.41
H 2.219751 4.967239 -1.809362 -0.003 -0.012 0.005 0.44
H 1.623351 2.575439 -1.735362 0.147 -0.010 0.017 0.28
C 3.007851 -2.752861 2.686938 -0.101 -0.059 -0.243 -0.45
C 1.875551 -3.402361 2.205438 0.211 0.150 -0.415 -0.83
C 1.232451 -2.930861 1.055438 0.653 -0.744 -0.317 -0.16
C 1.704351 -1.814761 0.347238 4.092 -5.245 3.561 -0.30
C 2.837451 -1.165761 0.871438 0.442 -0.501 -0.504 0.40
C 3.487651 -1.630161 2.020038 -0.344 0.084 -0.438 -0.93
N 1.012251 -1.386561 -0.738262 1.191 -13.695 -5.427 0.13
C 1.704251 -0.958361 -1.823762 4.742 -1.402 -2.781 0.41
C 1.233151 0.158539 -2.531162 6.085 -1.841 -2.678 0.13
C 1.876251 0.630039 -3.681162 3.937 0.628 0.739 0.10
C 3.007851 -0.020261 -4.163462 0.017 0.139 0.664 -1.12
C 3.486751 -1.143861 -3.497362 -0.363 -0.014 -0.186 -0.99
C 2.836551 -1.608161 -2.348762 -0.734 0.298 0.755 -0.52
H 3.508051 -3.114361 3.577838 -0.027 0.018 -0.057 0.45
H 1.481951 -4.273661 2.716638 0.021 0.084 -0.055 0.39
H 0.344751 -3.444561 0.691938 0.634 -0.136 -0.086 0.59
H 3.215151 -0.276561 0.370438 0.109 -0.203 0.085 0.38
H 4.362551 -1.104061 2.385038 -0.095 -0.031 -0.050 0.40
H 0.346151 0.672939 -2.167162 10.666 6.025 10.158 -1.28
H 1.483351 1.502139 -4.191762 1.975 -0.165 0.965 0.78
H 3.508051 0.341239 -5.054362 -0.037 0.059 0.109 0.55
H 4.360951 -1.670561 -3.862962 -0.104 0.023 0.031 0.46
H 3.213551 -2.498061 -1.848362 -0.166 0.219 0.031 0.58
H -2.469549 -1.386561 -0.738262 3.052 0.572 -3.194 0.14

87
Properties=species:S:1:pos:R:3:forces:R:3:mulliken_charge:R:1 method="wB97M-V/def2-TZVPD" charge=+2 spin_multiplicity=3 orbital_gap_ev="8.6 / 8.6" e_homo_ev="-13.973 / -13.973" s_squared=2.00
Ni -1.402943 0.649633 -0.490438 0.036 -0.493 0.176 -0.15
Br -7.237172 3.555154 -2.133266 0.361 -0.158 0.141 -0.09
C -5.560925 2.845093 -1.642456 0.078 0.020 -0.027 -0.28
C -4.391901 3.329616 -2.219279 -0.340 -0.148 0.157 -0.95
C -3.193379 2.752651 -1.843355 -0.164 0.228 -0.236 -0.18
N -3.115297 1.757987 -0.969082 0.210 -0.343 0.273 0.66
C -4.232276 1.308567 -0.366914 -0.156 0.555 -0.509 0.70
C -5.476293 1.838062 -0.684357 0.088 -0.017 -0.042 -0.97
C -4.023764 0.301293 0.692535 0.046 -0.390 0.539 0.58
C -5.055178 -0.318242 1.389442 0.079 -0.016 0.025 -0.73
C -4.742105 -1.151314 2.460140 0.130 0.002 0.018 -0.40
Br -6.114552 -1.947917 3.482626 0.326 0.149 -0.294 -0.09
C -3.404018 -1.364608 2.782409 -0.304 0.080 -0.015 -0.96
C -2.441382 -0.742368 2.011730 -0.095 -0.115 0.237 -0.53
N -2.737066 0.062819 1.000910 -0.149 0.120 -0.524 0.88
H -4.420771 4.132955 -2.935774 0.043 0.079 -0.085 0.46
H -2.261853 3.128550 -2.243514 0.002 -0.142 -0.047 0.52
H -6.369743 1.493657 -0.192354 -0.101 -0.042 0.039 0.52
H -6.085867 -0.167927 1.114131 -0.086 0.075 0.017 0.52
H -3.115786 -1.998521 3.604602 -0.014 -0.059 0.094 0.59
H -1.390699 -0.886991 2.226703 -0.021 -0.010 -0.040 0.78
O 2.441476 0.669615 -5.424610 0.232 -0.074 -0.455 -0.53
C 1.701818 0.704795 -4.332241 -0.524 0.093 0.872 0.61
C 2.153754 1.137493 -3.077566 -0.062 -0.079 -0.179 -0.48
C 1.264848 1.160053 -2.026993 0.226 0.058 -0.078 -0.46
N -0.013459 0.800690 -2.121601 -0.701 -0.134 -0.064 0.79
C -0.419169 0.324893 -3.299662 0.131 0.135 0.052 -0.24
Br -2.198545 -0.335770 -3.315829 0.243 -0.073 -0.199 -0.08
C 0.371508 0.264999 -4.423834 0.120 -0.022 -0.171 -0.47
H 3.337130 1.011504 -5.295092 -0.116 -0.034 0.094 0.33
H 3.177291 1.445578 -2.919102 0.063 0.023 -0.028 0.47
H 1.601464 1.468240 -1.049206 -0.042 0.077 0.104 -0.09
H -0.000347 -0.109855 -5.364661 -0.073 -0.033 -0.031 0.57
C 3.402798 3.377314 0.236179 0.040 0.283 0.177 -0.91
C 2.969245 4.718633 0.826652 -0.235 -0.084 -0.003 0.58
C 2.637304 5.706787 -0.286505 0.141 -0.028 0.089 -1.46
C 1.774160 4.548447 1.791556 0.934 0.761 0.108 -0.99
N 0.726494 3.785126 1.175363 -0.784 -1.505 0.208 0.78
C 0.376510 2.503380 1.367125 -0.143 0.289 -0.309 -0.46
N -0.550707 2.209650 0.470118 0.756 -0.254 0.672 0.49
N -0.743705 3.316573 -0.245515 -0.485 0.131 -0.553 0.15
N -0.000725 4.246798 0.167539 0.195 1.211 -0.176 -0.99
H 4.402100 3.472134 -0.176642 0.113 -0.066 -0.086 0.58
H 2.734952 3.092255 -0.575152 -0.044 -0.039 -0.051 0.10
H 3.418080 2.589715 0.987849 0.048 -0.181 0.071 0.04
H 3.787661 5.124579 1.426794 -0.068 -0.034 0.049 0.40
H 1.755185 5.393751 -0.842824 0.069 0.057 -0.047 0.29
H 3.471050 5.774305 -0.978800 0.117 0.053 -0.096 0.41
H 2.455551 6.698063 0.117962 -0.066 0.151 0.000 0.42
H 1.375160 5.530511 2.054233 -0.034 -0.155 0.084 0.39
H 2.079811 4.025661 2.699675 -0.128 0.008 -0.064 0.31
H 0.776897 1.853408 2.118536 0.132 -0.165 0.144 0.60
O -0.441564 -1.133876 -0.223651 -0.459 0.513 -0.191 0.03
P 0.399336 -2.235328 0.352760 0.387 -0.556 0.327 0.42
C -0.594445 -3.698652 0.727111 0.414 0.535 -0.146 0.72
C 0.030345 -4.809984 1.282732 -0.115 0.003 0.020 -0.49
C -0.716548 -5.941916 1.552381 0.090 -0.069 0.030 -0.78
C -2.070853 -5.967955 1.250056 -0.036 0.001 -0.015 -0.61
C -2.683480 -4.869338 0.667372 -0.034 -0.024 -0.015 -0.81
C -1.944552 -3.728489 0.401192 0.022 0.100 0.015 -0.40
C 1.695296 -2.713283 -0.810285 -0.338 0.153 0.428 1.13
C 2.896268 -3.255637 -0.372054 -0.036 -0.019 0.020 -0.38
C 3.839716 -3.652170 -1.301895 0.129 -0.033 0.018 -0.76
C 3.583801 -3.509548 -2.657731 0.049 0.013 0.018 -0.68
C 2.384359 -2.966856 -3.094287 0.071 -0.058 -0.011 -0.76
C 1.436646 -2.573658 -2.167907 -0.084 0.057 0.020 -0.65
C 1.231847 -1.667457 1.871427 -0.270 -0.343 -0.585 0.61
C 0.878632 -2.088696 3.146223 -0.063 -0.028 -0.004 -0.29
C 1.516529 -1.543003 4.249386 -0.006 0.039 0.084 -0.88
C 2.508345 -0.590557 4.077060 -0.046 -0.008 0.053 -0.72
C 2.874802 -0.184117 2.803115 0.026 0.134 -0.071 -0.82
C 2.230159 -0.714371 1.701302 -0.009 0.065 -0.043 -0.69
H 1.091188 -4.782694 1.491960 0.069 -0.094 0.078 0.41
H -0.241548 -6.807343 1.987572 0.026 -0.089 0.041 0.45
H -2.649789 -6.855797 1.456034 -0.026 -0.068 0.020 0.43
H -3.732129 -4.909219 0.411000 -0.061 0.008 -0.008 0.49
H -2.399532 -2.867512 -0.070666 -0.050 0.039 -0.003 0.29
H 3.087453 -3.367776 0.686853 0.101 0.010 0.040 0.43
H 4.777976 -4.065705 -0.965049 0.077 -0.070 -0.013 0.46
H 4.322254 -3.826809 -3.377661 0.080 -0.028 -0.066 0.44
H 2.196258 -2.868483 -4.152834 -0.073 0.021 -0.086 0.54
H 0.487677 -2.165517 -2.478912 -0.127 0.064 -0.134 0.36
H 0.108349 -2.836433 3.277166 -0.027 -0.082 0.024 0.52
H 1.244892 -1.861868 5.243822 -0.032 -0.041 0.083 0.49
H 2.998449 -0.158518 4.934479 0.092 -0.017 0.140 0.45
H 3.669206 0.536635 2.675528 0.071 0.069 -0.019 0.51
H 2.492038 -0.405541 0.698214 0.169 0.056 -0.082 0.48

no.,calculated total energy (eV)
1,-242697.339
2,-200735.797
3,-314949.671